Molecular formula: C5H11NO
Method: DFT, ωB97M-V with the def2-TZVPD basis set

```
18
Properties=species:S:1:pos:R:3:forces:R:3:lowdin_charge:R:1
C -0.255147 0.103243 -1.769493 -0.7 0.1 2.2 -0.058
N -0.578726 -0.126813 -0.282282 1.0 -0.4 -2.1 -0.229
C -1.412063 -1.302433 -0.082455 0.3 -0.1 1.3 -0.113
C 1.298622 1.321288 0.115661 1.7 1.7 2.2 -0.078
C 0.642010 0.030350 0.543650 -2.0 -1.5 0.5 -0.349
C 0.116149 -0.018377 2.021182 0.7 1.7 -0.9 -0.205
O -0.988864 0.372013 2.270667 0.0 -0.4 0.7 0.057
H -0.268986 1.199001 -1.798444 -0.1 -0.5 -1.1 0.074
H 0.706267 -0.271908 -2.063197 0.9 -0.2 0.0 0.063
H -0.948923 -0.449557 -2.409059 -0.3 0.7 0.2 0.077
H -0.951904 -2.309471 -0.002859 0.5 0.3 -0.5 0.085
H -2.135160 -1.318314 -0.885295 -0.4 -0.1 0.1 0.073
H -1.882421 -1.210048 0.907986 -0.4 0.1 -0.6 0.071
H 1.986167 1.861880 0.878954 -1.1 -1.3 -0.5 0.109
H 0.526147 2.084254 -0.047038 0.3 -0.4 -0.5 0.093
H 2.017006 1.160523 -0.675927 -0.4 0.1 -0.7 0.069
H 1.282275 -0.866101 0.452537 0.3 0.3 -0.2 0.138
H 0.847554 -0.259529 2.825415 -0.1 -0.3 -0.2 0.124
```
Positions in Å, forces in eV/Å.

Calculated values
Energy relative to the best compared isomer or geometry (same formula, charge and spin) = 58.8 kcal per mole
Gap between HOMO and LUMO = 9.40 eV
HOMO energy = -8.46 eV